The following is a quantum chemistry calculation of an isolated molecule of C6H8N2S, from the Open Molecules 2025 dataset.

Total charge ... 0
SMILES string ... C=C[C@H](S)n1ccnc1
ΔE to the lowest compared entry with this formula, charge and spin ... 2.148 eV
LUMO level ... 0.64 eV
Gap between HOMO and LUMO ... 9.58 eV

Each line ends with the Löwdin charge.
Element x y z (Å)
S  0.11719  1.01288  2.03206  0.790
N  0.42422  0.47051  -0.61026  -0.129
N  1.61647  1.07834  -2.35325  0.057
C  1.62210  0.40195  -1.26545  -0.205
C  -0.41032  1.22578  -1.38868  -0.081
C  0.16320  -0.22805  0.66962  -0.554
C  0.33519  1.59005  -2.49589  -0.119
C  -1.23611  -2.01101  1.62499  -0.025
C  -1.16859  -0.90500  0.89624  -0.253
H  -2.05674  -0.60986  0.44762  0.078
H  0.17667  2.18010  -3.32833  0.070
H  -1.52810  1.26796  -1.22582  0.134
H  -0.33088  -2.49676  2.24074  0.112
H  2.44510  0.12841  -0.67859  0.110
H  -2.17548  -2.56258  1.82088  0.060
H  0.84577  0.27231  2.74648  -0.191
H  1.16030  -0.81504  0.86765  0.146


The following is a quantum chemistry calculation of a structure of composition C10H6N2O5Pt, from the Open Molecules 2025 dataset.

Spin multiplicity ... 3
Total charge ... +2
LUMO level (alpha / beta) ... -8.11 / -10.20 eV
Gap between HOMO and LUMO (alpha / beta) ... 6.52 / 5.53 eV

Each line ends with the Löwdin charge.
Element x y z (Å)
Pt  0.03792  -0.73825  -1.92216  1.321
O  0.03762  -1.85655  -4.77166  0.270
O  3.09772  -0.82145  -1.89176  0.253
O  0.03792  3.05305  -3.28566  0.148
O  0.03812  -3.55475  -0.90896  0.279
O  -3.02188  -0.82115  -1.89186  0.252
N  0.03792  -0.02355  0.02524  -0.205
N  -0.10848  1.25895  4.02294  0.159
C  -0.78828  1.00505  0.37374  -0.100
C  0.83152  -0.61995  0.96584  -0.100
C  0.03792  1.98535  -2.90166  0.036
C  0.03802  -2.46505  -1.30096  -0.249
C  -0.84758  1.45205  1.69864  0.035
C  0.03792  -1.39815  -3.71496  -0.197
C  -1.87238  -0.75175  -1.91716  -0.221
C  0.80292  -0.20165  2.29594  0.032
C  1.94832  -0.75195  -1.91686  -0.218
C  -0.04898  0.83945  2.67144  -0.247
H  1.48432  -1.43745  0.69354  0.111
H  0.46982  0.79835  4.74164  0.134
H  1.43082  -0.69485  3.02784  0.135
H  -1.51768  2.25915  1.96574  0.134
H  -0.74548  2.01505  4.31224  0.134
H  -1.41808  1.47015  -0.37106  0.104


The following is a quantum chemistry calculation of a structure of composition C38H29N3O5P2S2Ti, from the Open Molecules 2025 dataset.

Total charge ... 0
ΔE to the lowest compared entry with this formula, charge and spin ... 1.564 eV
LUMO level ... -1.41 eV
Gap between HOMO and LUMO ... 6.53 eV

Each line ends with the Löwdin charge.
Element x y z (Å)
Ti  0.08778  -0.34277  0.41985  0.615
S  1.49925  -0.92467  2.38085  0.768
S  0.35030  -2.80842  0.51516  0.725
P  2.44623  0.73548  0.01328  1.035
P  0.68207  -1.12788  -2.04163  1.020
O  -0.09975  1.06964  -1.06276  -0.256
O  -1.29992  -0.70517  1.65457  -0.226
O  -2.08867  -0.32800  3.71753  0.137
O  0.20678  3.20193  -1.65795  0.096
O  -1.04803  4.95271  3.28716  0.105
N  2.58720  -5.61757  0.66797  0.173
N  4.45724  -2.96778  3.60397  0.187
N  -0.43701  1.47918  1.28381  0.025
C  4.82041  -2.53759  0.01048  -0.073
C  1.59272  -0.03408  -3.23603  -0.291
C  2.30654  -3.10131  -3.17577  -0.098
C  2.62790  3.51580  0.57561  -0.090
C  1.56230  -2.51362  1.70072  -1.007
C  -2.00472  -1.14644  -1.46903  -0.143
C  -0.51359  3.83415  1.25018  0.082
C  3.86258  -0.35438  0.37359  -0.368
C  2.65864  4.59940  1.43985  -0.084
C  -0.89497  3.81949  2.59640  -0.271
C  4.97890  0.01348  1.11551  -0.071
C  5.91570  -2.17654  0.77757  -0.078
C  1.59153  -5.30021  -3.80165  -0.071
C  2.52862  -3.44265  2.00539  -0.383
C  3.78464  -1.63907  -0.16202  -0.141
C  -0.28476  2.62224  0.63252  -0.155
C  3.57411  -3.17376  2.89891  -0.240
C  0.30144  -4.98433  -3.40947  -0.065
C  2.75865  3.12512  3.31686  -0.060
C  5.98299  -0.91173  1.33744  -0.074
C  -3.33384  -0.78987  -1.60641  -0.052
C  -1.08123  -0.86182  -2.47885  -0.359
C  2.67128  2.21274  1.07678  -0.332
C  1.01315  -2.77420  -2.77902  -0.357
C  -1.52215  -0.24679  -3.64456  -0.062
C  -1.19892  2.59311  3.21148  0.114
C  -3.75793  -0.13937  -2.75422  -0.069
C  -2.85498  0.11261  -3.77376  -0.062
C  2.59447  -4.35404  -3.68186  -0.069
C  -1.49899  -0.00605  2.71967  -0.571
C  0.01345  -3.73628  -2.88598  -0.089
C  2.98843  1.38917  -1.64953  -0.284
C  -0.02228  2.33339  -0.84189  -0.573
C  2.70752  4.41408  2.81088  -0.078
C  2.55906  -4.65797  1.29939  -0.264
C  2.99961  0.35618  -2.77348  -0.272
C  2.74411  2.03807  2.46299  -0.122
C  -0.97413  1.43208  2.49495  -0.127
H  -1.61699  2.57687  4.20317  0.140
H  -0.40050  4.75254  0.69289  0.141
H  5.05366  1.00845  1.52992  0.103
H  -0.81341  5.71812  2.74286  0.127
H  -0.48167  -5.72336  -3.49211  0.108
H  2.81166  2.96739  4.38409  0.113
H  1.65111  -0.57592  -4.18569  0.096
H  2.32727  2.21155  -1.93373  0.066
H  2.62559  5.59679  1.02887  0.108
H  -3.18318  0.61428  -4.67208  0.107
H  0.99526  0.87330  -3.36191  0.085
H  -4.78836  0.16953  -2.84907  0.106
H  6.81796  -0.65354  1.96949  0.108
H  2.56424  3.71336  -0.48437  0.101
H  2.72193  5.26036  3.48249  0.107
H  3.52397  0.79248  -3.62956  0.120
H  3.60615  -4.59838  -3.96800  0.107
H  4.00332  1.77808  -1.49457  0.106
H  2.81352  1.04503  2.88302  0.040
H  1.81149  -6.28192  -4.19277  0.106
H  3.57839  -0.51358  -2.45148  0.075
H  -4.02737  -1.00367  -0.80657  0.116
H  6.71005  -2.88714  0.94388  0.110
H  -0.99186  -3.50139  -2.56526  0.101
H  2.88235  -1.94153  -0.69058  0.059
H  -1.68569  -1.67758  -0.57176  0.041
H  -0.83475  -0.04190  -4.45330  0.108
H  4.74945  -3.52784  -0.41445  0.112
H  3.09820  -2.37233  -3.09739  0.088


The following is a quantum chemistry calculation of a structure of composition C3H3FO2Yb, from the Open Molecules 2025 dataset.

Spin multiplicity ... 3
Total charge ... +2
ΔE to the lowest compared entry with this formula, charge and spin ... 4.306 eV
LUMO level (alpha / beta) ... -9.95 / -10.82 eV
Gap between HOMO and LUMO (alpha / beta) ... 6.26 / 7.31 eV

Each line ends with the Löwdin charge.
Element x y z (Å)
Yb  -2.21814  1.27040  -2.98732  1.756
F  0.22927  -0.04293  -0.96602  -0.139
O  -1.42196  0.69647  0.38142  -0.006
O  0.00939  -0.66319  1.45247  0.080
C  1.12395  -0.51741  0.54587  -0.032
C  -0.85781  0.77212  -0.88311  -0.247
C  -1.14238  -0.06666  1.44310  0.197
H  1.12551  -1.33481  -0.18174  0.141
H  2.01321  -0.57559  1.17880  0.132
H  1.13895  0.46158  0.01653  0.118


Number 1: energy -20164.8929 eV. Number 2: energy -26909.9008 eV. Number 3: energy -117951.3386 eV. Number 4: energy -41473.4628 eV.